[1]
ORCA calculation (ωB97M-V with the def2-TZVPD basis set) on a cluster of 2 separate species, C2H6O2 in total in a non-equilibrium geometry.

```
10
C2H6O2 | OMol25 | ωB97M-V with the def2-TZVPD basis set
O 1.5003 1.4045 0.4188
C 2.2868 0.5371 0.1941
O 3.3160 0.2532 1.0131
H 2.3192 -0.1797 -0.6770
H 3.2240 0.9464 1.6905
C -5.7811 -1.7312 -1.3881
H -5.9543 -0.7760 -1.8682
H -5.7475 -2.5234 -2.1410
H -6.4758 -1.9445 -0.5799
H -4.7497 -1.8083 -0.9741
```

For the max |F|, the calculation gives 1.65 eV/A. As for the structure (SMILES): O=CO.C. The energy above the lowest of the compared OMol25 structures with the same formula, charge and spin is 10.5 kJ/mol. The electronic energy comes out at -230.276617 Ha.



[2]
ORCA calculation (ωB97M-V with the def2-TZVPD basis set) on a cluster of 2 separate species, C4H13N3O2 in total in a non-equilibrium geometry.

```
22
C4H13N3O2 | OMol25 | ωB97M-V with the def2-TZVPD basis set
C -2.1787 -1.1376 -1.4349
C -1.4723 -0.5793 -0.2348
N -2.1469 -0.5501 0.8663
O -2.0186 0.6167 1.6591
H -3.2557 -1.0758 -1.3020
H -1.9070 -2.1894 -1.5313
H -1.8842 -0.6083 -2.3403
H -0.4132 -0.8295 -0.2810
H -2.8311 0.6574 2.1792
C 1.4024 1.3566 -1.0075
N 0.7796 0.7916 0.1774
O 0.3893 1.9102 0.9879
C 1.7642 -0.1113 1.0788
N 2.0140 -1.4012 0.5510
H 2.2845 1.9542 -0.7527
H 0.6870 2.0040 -1.5148
H 1.7110 0.5478 -1.6687
H -0.5284 1.7193 1.2517
H 1.2400 -0.1965 2.0305
H 2.7066 0.4413 1.1554
H 2.4928 -1.3734 -0.3404
H 1.1647 -1.9468 0.4708
```

For the max |F|, the calculation gives 4.32 eV/A. As for the structure (SMILES): C/C=N/O.CN(O)CN. The energy above the lowest of the compared OMol25 structures with the same formula, charge and spin is 647.7 kJ/mol. The electronic energy comes out at -474.730240 Ha.



Which value of electronic energy does entry 1 give? -230.276617 Ha